[1]
The following is a quantum chemistry calculation of a 10-piece molecular cluster, C2H23O10 overall, from OMol25.

Each line ends with the Mulliken charge.
CARTESIAN COORDINATES (ANGSTROEM)
O  3.8290  -33.1110  12.0340  -0.66
H  3.1260  -29.9500  15.4200  0.17
O  3.4380  -27.5610  13.7320  -0.72
O  2.3430  -30.9470  12.9240  -0.79
H  6.2860  -32.2840  15.7610  0.43
H  4.1040  -27.0520  13.2660  0.30
H  5.4950  -28.9940  15.5770  0.05
H  3.2680  -32.4250  12.3630  0.40
H  3.9910  -32.0180  14.7970  0.44
H  4.2910  -33.4990  12.7690  0.29
O  5.2530  -29.9810  11.6910  -0.73
H  6.5620  -29.0760  12.9660  0.16
H  3.7480  -28.4660  13.9350  0.42
H  8.2330  -31.9270  12.4040  0.23
H  7.8310  -30.5570  11.8400  0.29
H  5.3860  -31.4630  13.8280  0.31
H  6.0080  -27.6880  14.9420  0.35
H  1.6140  -30.4380  13.3160  0.30
H  7.7720  -28.5160  13.8080  0.46
C  5.8280  -31.2690  15.7770  -1.35
H  8.2190  -30.3040  15.0000  0.28
O  7.8130  -31.1050  12.6230  -0.51
H  8.6000  -29.0480  15.7770  0.35
H  5.6000  -30.8120  11.3960  0.34
H  1.8970  -30.7710  16.0070  0.28
O  4.3970  -29.9520  14.3890  0.17
O  7.0760  -28.3140  13.1200  -0.69
H  4.9310  -30.1890  12.5910  0.13
H  6.6000  -30.6240  15.5140  -0.27
O  8.8280  -29.5730  15.0100  -0.72
O  5.8480  -28.1140  15.7920  -0.74
O  2.4510  -29.9880  16.1220  -0.71
H  3.1390  -30.7250  13.4290  0.58
C  4.7890  -31.2440  14.6690  -0.25
H  5.3920  -30.9910  16.7000  0.43

Calculated values
LUMO level (eV): 2.7
DFT total energy (eV): -22923.9512
Total charge: -1

=====

[2]
The following is a quantum chemistry calculation of C24H10F4IrN7O5S as an isolated structure, from OMol25.

Each line ends with the Löwdin spin population.
CARTESIAN COORDINATES (ANGSTROEM)
C  3.5766  2.7605  0.4568  -0.01
F  4.7787  4.7324  0.4022  0.02
C  -0.4090  -4.3744  -0.8525  0.01
C  1.4950  -5.6922  -1.3981  0.00
H  -5.5932  -1.2031  1.2346  0.00
C  -4.7917  -0.5275  0.9716  0.00
H  -0.4866  -6.4969  -1.1337  0.00
C  -3.5878  -1.0444  0.5509  0.01
F  4.5740  2.2040  -0.2283  -0.01
C  2.6707  4.7871  1.4764  0.02
H  3.3271  -4.5579  -1.5806  0.00
C  2.2663  -4.5377  -1.3759  0.01
C  -3.8473  1.6524  0.6612  0.00
O  -1.2271  -2.0927  -3.0032  0.12
H  -2.4463  -4.4135  -1.4868  0.01
N  -2.5518  -0.2728  0.2214  0.12
H  -3.9181  2.7306  0.6803  0.00
C  2.4601  1.9914  0.7969  0.09
N  -2.1232  -2.7986  -0.1988  0.20
N  0.1851  -0.7327  0.4982  0.11
C  1.4426  2.6874  1.4599  -0.01
C  0.1403  -5.6149  -1.1270  0.00
F  0.3236  2.0341  1.8097  -0.01
C  1.7648  6.8740  2.5250  0.03
N  4.8314  7.6478  1.3520  0.15
C  -1.8771  -4.1812  -0.5801  0.02
N  0.3375  -3.2711  -0.8312  0.14
O  -4.1543  -3.3558  0.7137  0.09
C  3.9351  6.9505  1.5472  0.03
C  2.3594  0.5767  0.4991  0.07
H  2.2051  -2.4103  -1.0584  0.00
H  -2.2355  -4.8506  0.2021  0.00
H  -5.8553  1.3030  1.3294  0.00
C  2.7872  6.1601  1.8365  0.29
O  -2.7092  -0.2886  -2.6142  0.14
C  3.4800  -0.2613  0.2066  0.01
H  -1.7935  1.6220  -0.0279  0.00
C  -3.3565  -2.5135  0.3842  0.02
C  1.1717  -0.1013  0.5221  0.05
O  -1.3393  -0.2403  -4.7018  0.00
C  1.6482  -3.3392  -1.0883  0.01
C  -4.9205  0.8536  1.0213  0.00
H  1.9474  -6.6475  -1.6295  0.00
N  0.9770  7.5081  3.0774  0.15
Ir  -1.0860  -1.4088  -1.0421  1.87
C  3.6808  4.0898  0.7820  0.07
F  0.5065  4.5642  2.4276  0.02
S  -1.4564  -0.5874  -3.3388  0.01
O  -0.3539  -0.0230  -2.4056  0.02
C  -2.6662  1.0512  0.2617  0.01
N  4.3791  -0.9544  0.0077  0.02
C  1.5344  4.0125  1.7873  0.07

Calculated values
LUMO level (spin up / spin down) (eV): -1.1 / -3.5
Spin multiplicity: 5
DFT total energy (eV): -70257.0162
⟨S²⟩: 6.050
Total charge: 0

=====

[3]
The following is a quantum chemistry calculation of an isolated molecule of C22H23N3O4, from OMol25.

Each line ends with the Mulliken charge.
CARTESIAN COORDINATES (ANGSTROEM)
C  0.3540  2.2620  -0.6909  -0.47
N  2.2944  -3.4375  -0.6943  0.28
H  -1.3496  3.3483  2.8124  0.46
O  0.1205  1.8963  1.4731  -0.30
C  -2.4530  5.6851  -0.0480  -0.40
C  -1.6619  4.0046  2.0150  -0.41
H  -1.0521  -4.1625  2.6544  0.39
O  0.1865  -3.3447  1.2010  -0.27
C  -0.0219  -5.9441  -2.0444  -0.78
H  3.8648  -2.9277  0.5376  0.35
H  -3.4017  8.3455  0.1730  0.34
C  2.7731  -2.8206  0.5125  -1.33
H  3.6870  -3.5260  -2.2821  0.30
C  -4.2344  7.7911  0.6171  -0.84
H  -1.7656  -5.1060  0.6994  0.38
H  -2.7480  6.3270  -0.8628  0.39
H  0.2973  2.6451  -1.6862  0.50
C  1.9957  0.3825  -1.1948  0.33
H  -1.2189  4.4889  -1.3032  0.32
C  1.0620  -5.1029  -1.8759  -0.33
H  -1.8247  -2.9779  1.5606  0.42
N  0.9697  0.9516  1.0180  -0.45
H  -4.8942  8.4863  1.1336  0.24
H  1.8605  -5.1266  -2.6002  0.43
H  2.1018  -2.8171  -2.6708  0.60
H  4.4441  -1.5539  -1.1800  0.35
C  2.3826  -1.3363  0.5641  -0.34
H  -1.8852  -6.6066  -1.2166  0.38
H  -2.9075  5.2197  3.2629  0.43
H  -4.7946  7.2798  -0.1719  0.34
N  2.5788  -0.7464  -0.7433  0.20
C  -0.2626  2.6969  0.4566  0.55
C  1.1682  -4.2352  -0.7861  0.34
C  2.8771  -2.8851  -1.9017  -0.80
C  3.4483  -1.4859  -1.6303  -1.27
C  0.1106  -4.2366  0.1534  0.96
H  -0.0633  -6.5977  -2.9025  0.37
O  -3.7876  6.8889  1.6014  -0.46
O  2.1765  0.8020  -2.3301  -0.73
H  3.5238  -0.9250  -2.5636  0.43
C  -0.9592  -5.0999  -0.0167  -0.70
C  1.1230  1.1484  -0.2724  0.49
C  -1.1757  3.7874  0.7220  0.29
H  -0.6364  -2.4345  2.7708  0.26
H  2.3661  -3.3335  1.3794  0.51
C  -1.0346  -5.9514  -1.1083  -0.72
C  -1.5844  4.6411  -0.3000  -1.02
C  -2.9343  5.8978  1.2418  0.87
H  1.3330  -1.2509  0.8458  0.48
C  -2.5265  5.0419  2.2699  -0.54
C  -0.8994  -3.2393  2.0848  -1.10
H  2.9781  -0.8067  1.3164  0.29

Calculated values
LUMO level (eV): 0.6
DFT total energy (eV): -35845.6340
Structure (SMILES): COc1ccc(-c2cc(C(=O)N3CCN(c4ccccc4OC)CC3)no2)cc1
Total charge: 0

=====

Ordered relative energy (zero: lowest compared OMol25 entry of this formula, charge and spin) results: 1.2751, 0.8606, 4.9196; unit eV.
Ordered largest force on an atom results: 0.063, 0.017, 0.028; unit Eh/bohr.
Ordered M results: 207.20, 776.66, 393.44; unit g mol⁻¹.